Formula: C37H71N4O4
Source: OMol25
Level of theory: the ωB97M-V functional and the def2-TZVPD basis

Atoms and positions in Å:
C -7.88 -3.49 0.66
C -6.87 -4.33 0.43
C -5.49 -3.81 0.11
N -4.70 -3.56 1.33
C -4.49 -4.50 2.21
C -3.75 -4.37 3.39
N -3.57 -5.40 4.30
C -3.34 -6.69 3.58
C -2.61 -7.74 4.44
C -3.18 -3.10 3.57
C -2.33 -2.82 4.74
C -2.83 -2.25 5.92
C -1.89 -2.02 6.89
C -0.55 -2.30 6.74
N -0.07 -2.86 5.63
C -0.97 -3.08 4.69
C -3.46 -2.17 2.55
C -2.84 -0.78 2.71
C -2.80 0.03 1.41
C -1.67 1.09 1.42
C -0.38 0.51 0.78
C 0.52 -0.24 1.82
C 0.90 0.62 3.03
C 1.88 -0.19 3.95
N -4.20 -2.35 1.48
H -8.00 -2.55 0.13
H -8.67 -3.76 1.36
H -7.10 -5.40 0.49
H -4.91 -4.47 -0.55
H -5.58 -2.86 -0.42
H -4.94 -5.47 2.00
H -2.71 -5.14 4.78
H -2.76 -6.48 2.68
H -4.31 -7.12 3.29
H -3.04 -8.71 4.20
H -2.71 -7.57 5.51
H -1.55 -7.78 4.19
H -3.88 -2.01 6.03
H -2.22 -1.57 7.82
H 0.17 -2.07 7.53
H -0.60 -3.53 3.77
H -3.44 -0.29 3.49
H -1.85 -0.92 3.15
H -2.62 -0.61 0.54
H -3.80 0.47 1.26
H -2.03 1.91 0.78
H -1.50 1.51 2.41
H -0.59 -0.21 -0.01
H 0.14 1.35 0.31
H 1.46 -0.50 1.30
H 0.03 -1.19 2.08
H 0.02 0.87 3.62
H 1.39 1.54 2.71
H 1.85 -1.23 3.65
H 1.49 -0.14 4.97
H 2.88 0.24 3.93
C -5.93 -11.26 -0.61
C -4.94 -10.78 0.43
O -5.05 -9.40 0.75
C -6.30 -8.99 1.28
C -6.65 -9.67 2.60
H -5.86 -10.65 -1.51
H -5.73 -12.30 -0.87
H -6.96 -11.20 -0.25
H -3.93 -10.92 0.05
H -5.00 -11.39 1.34
H -7.09 -9.12 0.55
H -6.21 -7.91 1.45
H -6.81 -10.74 2.47
H -7.57 -9.24 3.01
H -5.84 -9.54 3.32
C 4.25 1.42 -3.99
C 3.50 2.21 -2.94
O 2.42 1.50 -2.35
C 2.76 0.31 -1.66
C 3.70 0.53 -0.50
H 3.56 1.05 -4.76
H 5.01 2.04 -4.47
H 4.76 0.55 -3.57
H 3.07 3.10 -3.41
H 4.19 2.58 -2.17
H 3.16 -0.43 -2.37
H 1.82 -0.10 -1.28
H 4.68 0.88 -0.82
H 3.84 -0.41 0.04
H 3.29 1.27 0.19
C 3.38 7.68 -4.10
C 3.92 6.46 -3.37
O 4.76 5.64 -4.16
C 5.93 6.25 -4.67
C 6.87 6.76 -3.59
H 2.87 7.38 -5.02
H 2.68 8.22 -3.47
H 4.18 8.37 -4.38
H 3.08 5.83 -3.06
H 4.44 6.76 -2.45
H 5.67 7.05 -5.37
H 6.44 5.48 -5.26
H 6.42 7.57 -3.02
H 7.79 7.13 -4.04
H 7.12 5.96 -2.89
C 6.07 11.32 -7.55
C 5.48 10.83 -6.24
O 6.45 10.40 -5.30
C 7.38 11.37 -4.87
C 6.75 12.57 -4.18
H 6.72 10.56 -7.98
H 5.27 11.55 -8.26
H 6.66 12.22 -7.41
H 4.85 9.96 -6.44
H 4.83 11.59 -5.79
H 8.01 11.69 -5.71
H 8.04 10.87 -4.17
H 6.12 13.15 -4.87
H 7.52 13.24 -3.80
H 6.12 12.25 -3.35

The total charge is +1. The LUMO energy comes out at -3.89 eV. As for the total energy: -53661.2440 eV. Its spin multiplicity is 1.